Arrangement one

Molecular formula: C4H9ClN3
Method: DFT, ωB97M-V/def2-TZVPD

Geometry as ORCA input:
```
! RIJCOSX wB97M-V def2-TZVPD def2/J DEFGRID3
* xyz 1 1
C -0.70 -0.25 1.20
C 0.46 1.30 1.18
C -0.10 -1.30 0.34
C -0.52 -0.95 -1.09
N -1.63 -0.41 1.95
N 1.20 1.53 0.18
N 0.49 0.01 -1.73
Cl 0.25 2.25 2.57
H 0.95 -1.18 0.35
H -0.52 -2.27 0.64
H -0.45 -1.87 -1.74
H -1.64 -0.55 -1.07
H -2.11 0.37 2.31
H 1.74 2.33 0.15
H 1.38 -0.50 -2.02
H 0.94 0.75 -0.79
H 0.26 0.72 -2.42
*
```

Results of the natural (NBO) charge analysis, in e, for atoms 1 through 8: C 0.39; C 0.23; C -0.52; C -0.22; N -0.56; N -0.71; N -0.80; Cl 0.11

---

Arrangement two

Molecular formula: C4H9ClN3
Method: DFT, ωB97M-V/def2-TZVPD

Geometry as ORCA input:
```
! RIJCOSX wB97M-V def2-TZVPD def2/J DEFGRID3
* xyz 1 1
C 0.86 1.10 0.00
C 1.12 0.62 -1.45
C 0.43 0.06 0.97
C -0.89 -0.56 0.63
N 1.30 2.20 0.25
N 0.87 -0.57 -1.69
N -0.62 -1.84 0.01
Cl 1.89 2.02 -2.33
H 1.31 -0.63 1.08
H 0.22 0.54 1.82
H -1.57 -0.57 1.55
H -1.38 0.09 -0.18
H 1.09 2.72 1.13
H 0.92 -1.06 -2.58
H 0.00 -2.50 0.55
H 0.18 -1.28 -0.85
H -1.29 -2.42 -0.60
*
```

Results of the natural (NBO) charge analysis, in e, for atoms 1 through 8: C 0.21; C 0.37; C -0.51; C -0.22; N -0.52; N -0.69; N -0.80; Cl 0.09

---

Referenced to the most stable arrangement, the calculated values in kJ/mol are arrangement one 17.6; arrangement two 0.0.

---

Arrangement one

Molecular formula: C8H26O5
Method: DFT, ωB97M-V/def2-TZVPD

Output
Structure (SMILES): CC(C)O.CC(C)O.CCO.O.O

Geometry as ORCA input:
```
! RIJCOSX wB97M-V def2-TZVPD def2/J DEFGRID3
* xyz 0 1
C -0.97 2.02 -0.97
C -0.46 2.10 0.52
C -0.67 3.49 1.16
O -1.04 1.10 1.33
H -0.72 2.93 -1.52
H -2.06 1.97 -0.99
H -0.60 1.18 -1.56
H 0.62 1.98 0.58
H -1.21 4.13 0.47
H 0.31 3.92 1.34
H -1.03 3.48 2.19
H -1.24 0.37 0.74
C -3.71 -2.06 0.34
C -2.42 -2.36 -0.43
C -2.58 -2.58 -1.92
O -1.73 -1.17 -0.28
H -3.46 -1.93 1.39
H -4.32 -2.97 0.31
H -4.34 -1.27 -0.06
H -1.91 -3.22 0.00
H -3.14 -1.76 -2.37
H -3.05 -3.56 -2.01
H -1.60 -2.59 -2.38
H -0.86 -1.29 -0.68
C 3.39 0.45 1.77
C 3.75 -0.86 1.09
O 2.68 -1.77 1.33
H 3.41 0.45 2.86
H 2.41 0.86 1.50
H 4.13 1.21 1.52
H 4.69 -1.21 1.51
H 3.90 -0.62 0.04
H 3.05 -2.66 1.33
O 0.98 -0.92 -0.77
H 1.34 -0.07 -1.03
H 1.63 -1.27 -0.16
O 2.27 1.18 -1.83
H 2.22 1.20 -2.79
H 2.34 2.10 -1.58
*
```

Results of the natural (NBO) charge analysis, in e, for atoms 1 through 8: C -0.65; C 0.11; C -0.63; O -0.74; H 0.20; H 0.22; H 0.21; H 0.13

---

Arrangement two

Molecular formula: C8H26O5
Method: DFT, ωB97M-V/def2-TZVPD

Output
Structure (SMILES): CCO.CCO.CCO.CO.CO

Geometry as ORCA input:
```
! RIJCOSX wB97M-V def2-TZVPD def2/J DEFGRID3
* xyz 0 1
C -0.51 4.33 0.99
C -0.30 2.96 0.36
O -1.41 2.16 0.66
H 0.29 5.01 0.73
H -0.57 4.20 2.07
H -1.44 4.77 0.63
H 0.58 2.47 0.77
H -0.30 3.14 -0.72
H -2.18 2.64 0.35
C -0.74 -4.33 4.49
C -0.40 -3.20 3.54
O -1.29 -3.17 2.44
H -1.26 -3.93 5.36
H 0.09 -4.88 4.94
H -1.46 -5.00 4.02
H 0.62 -3.37 3.21
H -0.32 -2.23 4.02
H -1.33 -2.31 2.02
C 3.66 1.63 -4.46
C 2.59 0.56 -4.72
O 1.30 1.18 -4.65
H 3.81 2.31 -5.29
H 4.51 1.13 -3.99
H 3.30 2.25 -3.64
H 2.72 -0.21 -3.96
H 2.60 0.22 -5.76
H 0.64 0.57 -4.98
C 1.00 -0.76 -0.60
O -0.02 -1.68 -0.85
H 0.68 0.28 -0.55
H 1.43 -1.08 0.35
H 1.75 -0.89 -1.38
H -0.75 -1.51 -0.26
C -3.22 -0.73 0.76
O -1.88 -0.58 1.22
H -3.85 -0.19 1.47
H -3.27 -0.31 -0.25
H -3.44 -1.79 0.62
H -1.62 0.33 1.05
*
```

Results of the natural (NBO) charge analysis, in e, for atoms 1 through 8: C -0.63; C -0.06; O -0.74; H 0.22; H 0.21; H 0.20; H 0.19; H 0.17

---

Referenced to the most stable arrangement, the calculated values in kJ/mol are arrangement one 0.0; arrangement two 155.5.